ORCA calculation (ωB97M-V with the def2-TZVPD basis set) on a molecular structure, C28H34N4P2Pm.

Computed properties:
**Gap between HOMO and LUMO (spin up / spin down)**: 8.215 / 8.395 eV
**2S+1**: 5
**Lowest unoccupied orbital energy (spin up / spin down)**: -8.9 / -8.7 eV
**Total charge**: +3

Structure (XYZ):
```
69
Properties=species:S:1:pos:R:3:mulliken_charge:R:1
C 15.169 10.624 12.275 -0.3964
C 12.970 11.271 11.504 0.8141
H 9.268 5.204 14.330 0.3073
H 10.445 8.560 14.650 0.3193
C 10.892 10.153 6.607 -0.8535
C 10.491 11.725 13.664 0.9463
C 10.885 11.551 6.504 -0.3771
H 6.107 7.309 16.359 0.4478
C 13.568 8.994 11.580 -0.1891
C 6.708 8.138 14.492 -0.6288
H 14.456 12.687 12.195 0.4450
C 10.697 9.610 14.693 -0.0156
C 9.824 12.519 10.012 -0.7956
H 10.521 13.424 7.537 0.4630
H 8.935 12.525 12.442 0.2901
N 12.625 9.957 11.394 0.2611
H 6.130 11.300 11.859 0.4315
H 5.989 8.950 14.515 0.3367
C 6.198 8.382 10.917 -1.1821
C 11.175 5.932 12.652 -1.3344
Pm 10.198 9.502 11.240 0.6317
C 11.143 12.311 14.746 -0.9636
H 11.351 13.395 14.722 0.5161
H 11.598 9.510 16.659 0.4902
C 10.524 12.323 7.608 -0.7013
C 8.833 5.273 11.122 -1.1706
N 10.188 10.334 8.888 -0.0228
C 10.034 12.553 12.501 -1.0759
H 5.377 10.240 13.074 0.5717
C 6.335 10.597 12.679 -1.7065
H 12.233 13.310 11.658 0.3992
H 8.750 12.411 10.239 0.3068
H 12.017 11.986 16.683 0.4496
H 11.885 5.820 11.819 0.4232
H 10.999 4.952 13.114 0.5020
C 8.541 6.026 14.380 -0.6395
H 7.874 5.576 10.701 0.3132
H 6.875 11.124 13.475 0.4857
H 6.693 7.581 10.354 0.2538
H 16.163 10.898 12.658 0.4555
C 14.233 11.614 12.004 -0.9253
P 9.625 6.690 11.956 0.6387
C 14.819 9.286 12.067 -0.8056
H 12.253 12.637 10.036 0.4715
N 10.355 10.369 13.612 0.6321
N 10.601 12.086 11.202 0.2977
C 10.178 11.703 8.807 0.7170
H 5.375 7.942 11.493 0.4187
H 5.817 9.088 10.192 0.4755
C 10.519 9.587 7.807 -0.0847
H 11.202 9.517 5.751 0.4172
C 6.765 7.206 15.500 -0.8853
H 8.662 4.461 11.841 0.4194
H 11.139 12.027 5.553 0.4507
C 11.308 10.145 15.800 -1.0618
C 7.667 6.162 15.452 -0.9392
H 7.690 5.421 16.271 0.4200
C 11.531 11.524 15.817 -0.5497
H 10.320 13.613 12.651 0.3880
H 10.424 8.516 7.913 0.5103
H 9.487 4.909 10.326 0.4712
H 9.970 13.595 9.808 0.4167
P 7.344 9.202 12.050 1.0892
H 13.303 7.954 11.343 0.4139
C 8.502 6.965 13.347 0.2154
H 15.513 8.451 12.267 0.4304
H 11.638 6.601 13.376 0.3903
C 12.048 12.375 11.082 -0.9791
C 7.548 8.019 13.394 0.7385
```


ORCA calculation (ωB97M-V with the def2-TZVPD basis set) on a molecular structure, C28H35BBrF9IN8OS3Ti.

Computed properties:
**Gap between HOMO and LUMO (spin up / spin down)**: 7.559 / 7.593 eV
**2S+1**: 2
**Lowest unoccupied orbital energy (spin up / spin down)**: 0.0 / 0.0 eV
**Total charge**: 0
**Energy relative to the best compared isomer or geometry (same formula, charge and spin)**: 156.8 kJ/mol

Structure (XYZ):
```
88
Properties=species:S:1:pos:R:3:mulliken_charge:R:1
F 3.198 -0.145 0.660 -0.3903
S 3.507 -1.656 3.845 -0.2041
C -0.359 0.680 4.425 0.2408
C -0.455 -2.953 4.051 -1.1009
H -1.596 -3.385 -3.797 0.4748
N 1.757 2.019 1.654 1.3694
H 2.282 5.855 -0.633 0.2746
H 4.878 2.287 -1.293 0.1786
H -5.588 3.212 -1.525 0.3353
H 0.497 -2.466 -3.254 0.5689
C 6.004 -4.110 1.870 0.2240
C 0.053 -1.784 -2.525 -2.2214
C 2.830 2.054 2.442 -0.5917
H -6.584 -0.393 -1.133 0.3583
C 2.880 2.766 -1.401 0.7147
C 3.087 3.367 2.841 -0.8390
H -4.312 2.077 -0.075 0.4756
H 0.469 3.462 1.065 0.0094
H -6.468 1.153 -0.291 0.3458
C 2.093 4.123 2.256 -0.4089
C -5.747 2.690 -2.469 -1.6484
C -4.220 0.814 -1.831 -0.0846
C -1.156 -0.707 -4.389 -1.7748
H -0.585 0.218 -4.286 0.2951
N -1.053 -1.144 5.589 -0.8903
H -1.048 -3.535 4.751 0.4035
C 4.090 -2.955 2.809 0.2963
H 1.872 5.174 2.312 0.5116
C -2.097 -0.419 -2.100 -0.9358
H -6.743 2.952 -2.831 0.4527
H -0.846 -3.110 3.045 0.3450
S -0.082 2.322 4.184 -0.4381
C 5.461 -3.105 2.648 0.4218
N 3.137 4.082 -1.336 -0.1863
N -0.100 -0.460 3.711 0.0677
H 2.260 5.668 -2.400 0.3164
H 0.012 -2.298 -1.566 0.2812
H -3.754 -0.510 -3.420 0.2922
C -5.966 0.516 -3.647 -2.0671
H -3.113 -2.498 -3.680 0.3332
C -3.723 1.383 -0.659 -0.5340
F 3.010 -0.795 -1.531 -0.4631
H 3.765 0.953 -1.432 0.1554
C -3.391 -0.066 -2.505 -0.3822
S 1.310 2.121 -1.510 -0.5127
Br -1.771 1.799 1.367 -0.2396
C -1.334 -1.384 -3.021 2.6095
N 0.519 -0.634 2.465 0.7968
F 2.982 -5.719 0.733 -0.3342
H 3.367 1.151 2.684 0.3792
C -2.459 1.054 -0.234 0.4230
C -2.156 -2.672 -3.189 -1.8293
F 6.298 -2.256 3.253 -0.3662
N -0.925 0.202 5.549 0.2036
H -2.111 -0.466 -4.857 0.3648
H 0.575 -3.307 4.073 0.1358
Ti 0.973 0.308 0.693 -0.3675
C -5.628 1.169 -2.306 1.9849
H -0.609 -1.371 -5.061 0.4784
H -5.959 -0.573 -3.579 0.3769
C -1.624 0.161 -0.919 0.2097
C 2.157 5.143 -1.449 -0.7886
N 3.934 1.949 -1.381 -0.3301
H 1.165 4.702 -1.403 0.2878
C -0.536 -1.534 4.467 0.7752
O -0.402 -0.058 -0.404 0.4323
I 4.602 4.026 4.060 0.1150
H 0.714 -0.926 -2.426 0.1988
F 3.983 -2.235 -0.060 -0.1133
C 3.281 -3.864 2.149 0.0209
H 4.106 4.361 -1.334 0.2071
H -2.351 -3.134 -2.219 0.3651
N 1.345 3.284 1.534 0.0528
C 3.799 -4.874 1.361 0.0031
F 1.719 -1.713 0.162 -0.4949
H -6.967 0.822 -3.955 0.4416
B 3.035 -1.286 -0.238 0.6466
H -5.268 0.819 -4.430 0.4002
C 5.168 -5.001 1.220 0.7763
H -1.234 0.784 6.307 0.1734
H -7.659 0.942 -1.577 0.4388
F 7.325 -4.220 1.737 -0.3059
F 1.949 -3.768 2.237 -0.2975
H 0.167 -1.528 2.131 -0.2228
H 2.342 -1.389 3.213 -0.0943
C -6.645 0.689 -1.262 -1.6204
F 5.678 -5.969 0.463 -0.3147
H -5.012 3.061 -3.187 0.3535
```


ORCA calculation (ωB97M-V with the def2-TZVPD basis set) on a molecular structure, C28H35Br39N4O2S.

Computed properties:
**Gap between HOMO and LUMO**: 6.445 eV
**2S+1**: 1
**Lowest unoccupied orbital energy**: -1.5 eV
**Total charge**: 0

Structure (XYZ):
```
109
Properties=species:S:1:pos:R:3:mulliken_charge:R:1
Br -4.044 -5.074 -2.679 0.0687
C 3.962 -0.466 -2.484 -0.2768
H 9.234 -5.185 3.807 0.4120
C 1.701 -0.465 -0.778 -0.4827
Br 4.645 -3.935 1.484 0.0453
C -1.692 -1.005 -0.812 -0.4531
Br -7.442 2.662 5.090 -0.0408
Br -5.501 9.503 -7.062 0.0109
Br -0.046 -0.086 7.056 -0.0520
H -1.851 -1.439 0.289 0.1416
H 5.753 -1.497 0.049 0.3017
C 5.068 1.820 -0.871 -0.7636
H -5.933 10.103 -9.446 0.3604
Br -5.829 2.226 7.846 -0.0446
C 3.159 -1.463 -3.557 0.2674
H -4.906 4.372 -2.786 0.1281
Br -5.909 7.615 -9.642 -0.0583
C -0.148 -0.464 5.150 -0.4166
H 5.425 2.721 -0.212 0.2709
N 1.087 0.005 0.525 -0.2865
Br -0.915 -5.846 -2.694 -0.0293
C -6.345 9.316 -8.805 -0.3438
C -5.095 2.459 1.989 -0.3201
H -3.989 -1.641 -0.874 0.2065
H 0.531 -0.836 0.869 0.3391
Br 3.796 -0.216 6.356 0.1147
H -1.107 -2.185 -2.672 0.4330
H -0.697 -3.092 -1.072 0.0399
Br -1.560 0.557 4.285 0.1384
H 5.069 -0.190 -2.805 0.1608
H 2.392 -5.006 1.417 0.3187
C -3.695 0.632 -1.333 0.1402
O -3.316 3.019 -2.271 -0.1930
C -2.941 1.602 -2.455 -0.3756
Br 8.691 1.475 8.401 -0.0115
Br 4.536 -10.500 4.309 -0.0214
Br 7.028 -5.874 4.750 0.0183
C 4.242 -0.193 8.249 0.0428
H -4.858 0.757 -1.311 0.3888
Br 3.239 -8.151 6.094 -0.0001
Br 8.238 -1.695 8.757 -0.0298
Br -7.038 -2.383 -7.126 -0.0445
Br 8.322 -2.942 4.410 0.0344
N 4.015 1.007 -0.151 0.3155
Br 1.812 -2.761 0.495 0.2084
C 5.610 -0.963 1.083 -0.4492
Br 10.874 -0.603 7.260 -0.0428
H -1.768 1.546 -2.280 0.0928
Br -2.530 -5.717 0.092 -0.0398
H -6.074 6.498 -7.196 -0.4189
C -5.826 1.965 5.918 -0.2108
H 5.131 -1.781 1.807 -0.0571
H -1.255 0.083 -0.707 0.3442
C 0.860 -1.434 -1.798 0.5544
C -3.214 -0.963 -1.477 -0.4618
Br -4.535 6.472 -5.232 0.1016
H -0.410 -1.522 5.048 0.3949
Br -6.443 4.158 -6.411 -0.0552
Br 4.332 1.619 8.950 -0.0253
H -6.458 -4.628 -6.203 0.3853
Br -7.722 6.927 -5.372 0.0210
Br -3.189 2.367 2.367 -0.0703
C -2.632 -6.095 -1.814 -0.4110
H 4.602 2.258 -1.875 0.3291
H 1.794 0.164 1.276 0.2336
H -3.250 -1.348 -2.585 0.2286
Br 2.180 -3.724 3.548 0.0148
Br -5.512 0.105 5.441 -0.0080
C -1.100 7.914 -4.046 -0.3111
H -3.134 1.184 -3.535 0.2772
H 6.644 -0.675 1.607 0.3146
H -4.333 3.252 -4.233 0.1571
H 4.974 -8.043 4.303 -0.0803
C -4.552 3.288 -3.061 -0.4315
C -0.656 -2.015 -1.579 -0.1543
C -6.137 -3.619 -5.923 -0.3029
C 2.713 -3.997 1.697 -0.5273
Br -6.670 -3.346 -4.073 -0.0630
H 5.244 -0.624 8.347 -0.0775
Br -8.266 9.607 -8.713 0.0060
C -6.179 6.073 -6.192 0.4262
H -3.245 0.978 -0.283 -0.3117
Br 2.919 -8.101 2.888 0.0090
Br -1.401 9.680 -3.288 -0.0075
H -2.893 -7.153 -1.916 0.3814
Br 0.781 7.602 -4.429 -0.0283
C 8.993 -0.291 7.642 -0.1833
H -4.986 2.543 5.519 0.2894
S 2.237 -2.984 -5.516 0.1503
H -1.631 7.883 -5.004 0.2324
N 3.608 -2.041 -4.880 -0.5658
N 0.978 -2.801 -4.288 -0.4257
C 4.046 -8.619 4.387 0.0658
Br -4.205 -3.557 -6.137 -0.0134
C 4.571 0.304 1.067 0.2150
Br -5.915 0.695 1.966 -0.0161
H -5.351 2.472 -2.735 0.2320
H 6.019 1.186 -1.206 0.3053
Br -1.855 6.510 -2.932 0.0583
Br 3.038 -1.313 9.290 -0.0423
C 1.623 -1.913 -3.207 -0.0078
O 4.184 0.803 2.275 -0.6013
H 8.462 -0.322 6.685 0.2293
Br -5.461 3.449 0.354 0.0070
C 3.255 0.078 -1.074 -0.1764
Br 1.568 -0.215 4.270 0.0196
C 8.232 -4.754 3.709 -0.4067
Br 7.786 -4.777 1.816 -0.0672
H -5.558 3.017 2.810 0.3129
```


ORCA calculation (ωB97M-V with the def2-TZVPD basis set) on a molecular structure, C28H35BrMnN4O5S.

Computed properties:
**Gap between HOMO and LUMO (spin up / spin down)**: 5.565 / 5.635 eV
**2S+1**: 6
**Lowest unoccupied orbital energy (spin up / spin down)**: 0.2 / 0.2 eV
**Total charge**: 0
**Energy relative to the best compared isomer or geometry (same formula, charge and spin)**: 322.5 kJ/mol

Structure (XYZ):
```
75
Properties=species:S:1:pos:R:3:mulliken_charge:R:1
H 4.086 -1.168 -0.385 0.3396
H 2.021 -1.011 -6.164 0.4105
C 1.019 -0.786 -5.820 -0.7945
N 0.427 -5.281 0.328 -0.2663
N -3.450 3.858 -3.595 -0.6406
S 0.317 -2.849 1.334 -0.8084
H -4.066 -1.240 0.756 0.3750
H 2.942 -2.198 0.517 0.1084
O 2.455 -0.233 0.474 -0.1002
C 2.969 1.084 0.492 -0.8127
H -1.426 -6.291 0.180 0.3278
O -2.040 0.103 -0.010 -0.4950
H -1.114 -2.788 -1.007 -0.5976
O -4.972 0.636 -1.714 -0.6664
H 0.139 -4.952 -2.352 0.4658
C -2.312 -1.151 -2.179 -0.7552
C -3.086 -2.105 -2.858 -0.3811
H -4.959 2.647 -2.891 0.5192
C -4.187 -2.724 -2.316 -1.4617
C -1.233 3.152 -3.104 -0.4473
H 0.772 -0.357 4.161 0.3032
H 2.257 3.015 -0.172 0.3894
H -4.728 -3.486 -2.857 0.3586
H 1.397 -1.373 -3.779 0.3876
C -0.845 -4.528 -2.145 -0.9582
H -1.783 4.891 -4.239 0.3951
C 3.454 -1.240 0.504 -0.8196
H 1.986 1.677 -1.311 0.1869
H -0.953 0.106 4.201 0.3148
C -2.975 -0.480 -0.997 2.8346
C 1.987 1.958 -0.258 -0.5598
H 1.453 1.709 2.947 0.2846
H 0.953 -5.329 1.186 0.3615
C -0.918 -0.900 -2.570 1.5473
C -3.762 0.690 -1.628 -0.6402
H -0.973 1.374 -1.944 0.6258
N 0.042 -0.862 -1.722 -0.7189
H 4.072 -1.145 1.402 0.3201
C -0.166 -0.353 3.598 -0.9710
C -0.612 -0.727 -4.040 0.3359
O 0.645 1.760 0.175 0.3085
H -0.206 2.160 3.384 0.5964
C -1.548 -0.222 -4.938 0.1984
C 0.412 1.701 2.603 -0.7208
O -0.004 0.366 2.381 0.0666
C 0.080 -0.272 -6.707 -0.4751
H -1.937 0.419 -6.945 0.4205
H -2.728 -2.428 -3.831 0.5605
C -2.135 4.027 -3.687 -0.1325
Mn 0.078 -0.559 0.202 0.7814
C -1.202 0.013 -6.261 -0.9861
H -0.448 -1.371 3.345 0.2806
H 0.348 -0.095 -7.741 0.3984
H -1.110 -3.839 -2.941 0.1368
Br 0.621 3.462 -3.335 -0.1682
C 0.675 -1.003 -4.497 -0.5883
H 3.141 1.409 1.525 0.2246
C -3.888 2.789 -2.940 -0.8467
H -2.339 0.999 0.186 0.4886
H -1.591 -5.321 -2.117 0.2896
C -3.057 1.849 -2.330 0.3378
H -2.551 -0.004 -4.591 0.2583
H 3.928 1.130 -0.038 0.5900
H -5.178 -3.076 -0.416 0.4600
C -0.064 -4.020 0.135 0.7436
C 0.215 2.481 1.316 -0.7998
C -3.864 -1.443 -0.288 -1.3843
C -1.681 2.052 -2.399 0.4996
H 0.734 3.442 1.382 0.4482
H -0.847 2.681 1.165 0.2337
N -0.810 -3.760 -0.913 0.4208
H -0.050 -7.257 0.737 0.3676
C -0.361 -6.482 0.041 -0.9944
C -4.470 -2.450 -0.949 -0.5935
H -0.194 -6.850 -0.968 0.2820
```


ORCA calculation (ωB97M-V with the def2-TZVPD basis set) on a molecular structure, C28H35CrN2O5PS3Sb.

Computed properties:
**Gap between HOMO and LUMO (spin up / spin down)**: 7.931 / 8.615 eV
**2S+1**: 4
**Lowest unoccupied orbital energy (spin up / spin down)**: -0.2 / 0.2 eV
**Total charge**: 0

Structure (XYZ):
```
76
Properties=species:S:1:pos:R:3:mulliken_charge:R:1
Cr -19.933 3.914 -1.198 0.8472
H -23.590 6.167 -4.848 0.2607
H -15.572 2.363 -0.337 0.0666
H -23.908 -0.238 -4.006 0.4176
C -17.668 7.630 3.888 -0.4628
O -22.183 2.571 -4.568 -0.3906
C -14.754 3.953 0.895 0.5978
S -17.338 4.241 -1.553 -0.5592
O -20.548 5.720 -0.850 -0.4698
H -13.703 7.313 0.686 0.2664
H -21.353 -0.583 -3.688 0.5237
H -19.452 5.670 1.799 -0.4267
C -14.756 2.654 0.416 -0.3461
C -17.502 8.332 2.680 -0.5754
H -16.856 8.261 0.671 0.3888
H -13.801 5.367 2.222 0.3573
H -18.022 8.160 4.776 0.3709
S -19.659 3.834 -3.667 -0.5294
H -23.987 1.374 -3.172 0.1848
C -13.355 8.678 -0.886 -0.7880
C -19.375 2.864 1.501 0.3169
P -21.623 3.653 -3.535 1.4679
O -19.046 2.944 2.673 -0.7371
C -14.708 8.323 -2.849 -0.6687
C -23.503 5.574 -3.930 0.5050
H -25.516 4.996 -3.905 0.4908
C -23.732 0.849 -4.103 -1.1420
H -20.227 1.105 -0.918 0.1676
C -19.000 1.634 0.690 -0.5116
C -21.075 5.919 0.321 0.2286
C -22.271 1.164 -4.482 0.4268
H -17.730 9.394 2.635 0.4048
S -22.198 3.277 -1.683 -0.4871
H -24.390 1.231 -4.911 0.3214
H -14.975 8.591 -3.870 0.3787
C -16.948 5.577 2.850 -0.3274
H -19.345 0.755 1.182 0.4203
H -17.510 5.763 4.904 0.4191
C -13.773 9.057 -2.170 -0.3152
N -19.949 3.866 0.781 0.2170
H -12.568 9.237 -0.369 0.3826
H -18.661 1.431 -1.315 0.2604
C -17.001 7.685 1.577 -0.7031
C -13.803 4.352 1.843 -0.5050
C -15.249 7.168 -2.265 -0.5493
Sb -16.033 5.292 -0.077 1.4361
H -24.461 3.810 -3.055 0.2060
C -24.533 4.493 -3.915 -1.2401
C -13.948 7.586 -0.309 -0.1150
H -12.221 1.327 2.181 0.3740
O -22.014 6.666 0.555 -0.6827
C -17.361 6.270 3.973 -0.6497
C -14.883 6.816 -0.983 0.3597
H -24.456 3.827 -4.769 0.2960
C -12.922 3.379 2.312 -0.6093
H -22.789 7.183 -2.657 0.2961
H -17.938 1.566 0.743 0.0834
H -14.005 0.629 0.562 0.3142
C -13.890 1.697 0.921 -0.5475
N -19.440 1.727 -0.723 -0.3526
H -20.960 4.900 2.253 0.4154
H -24.553 7.022 -2.757 0.4875
H -21.550 0.710 -2.523 0.0902
H -12.185 3.615 3.091 0.3565
H -13.441 9.982 -2.663 0.3396
C -12.955 2.059 1.853 -0.4731
H -20.257 0.836 -3.815 0.3015
H -16.036 6.611 -2.770 0.3119
H -23.570 5.885 -1.786 0.1975
C -23.619 6.474 -2.708 -1.2283
C -16.759 6.300 1.659 0.5493
H -22.073 0.786 -5.491 0.2606
C -20.319 5.117 1.389 0.4326
C -21.276 0.499 -3.546 -1.1787
O -22.163 5.068 -4.054 -0.5255
H -16.719 4.502 2.903 0.2994
```


Q: Number 4 is which compound?
A: C28H35BrMnN4O5S